(a)
ORCA calculation (ωB97M-V/def2-TZVPD) on a cluster of 4 separate species, H8O4 in total.

Cartesian coordinates (Å):
O  26.5530  33.0380  15.4750
H  26.2440  32.6670  14.6770
H  26.4670  33.9850  15.4150
O  25.9940  35.7380  15.4630
H  25.5990  35.9460  14.5570
H  25.8810  36.3990  16.0120
O  26.8490  37.9450  17.3170
H  27.7030  37.1890  17.4810
H  27.1900  38.5100  16.3980
O  24.7150  33.3960  13.3720
H  23.9430  33.8610  13.8930
H  24.5210  32.5780  13.1020

frontier orbital gap = 10.50 eV

Results of the Mulliken charge analysis, in e, for atoms 1 through 4: O -0.634; H 0.307; H 0.397; O -0.656

=====

(b)
ORCA calculation (ωB97M-V/def2-TZVPD) on a cluster of 4 separate species, H8O4 in total.

Cartesian coordinates (Å):
O  -1.1363  -0.7962  -1.5786
H  -1.4856  0.0162  -1.9450
H  -0.6647  -0.5216  -0.7922
O  0.0678  0.1437  0.8241
H  -0.2685  0.5839  1.6047
H  0.7351  0.7385  0.4818
O  1.6318  1.9314  -0.5370
H  1.1477  2.7138  -0.2729
H  1.5986  1.9401  -1.4936
O  -0.2842  -2.4738  1.4261
H  -0.1726  -1.5683  1.1367
H  -1.1691  -2.7079  1.1460

frontier orbital gap = 10.69 eV

Results of the Mulliken charge analysis, in e, for atoms 1 through 4: O -0.638; H 0.291; H 0.387; O -0.757

=====

Which one sits at the top of the stability order? (b) does.

=====

(a)
ORCA calculation (ωB97M-V/def2-TZVPD) on a cluster of 4 separate species, H8O4 in total.

Cartesian coordinates (Å):
O  0.2058  -0.1563  0.1195
H  0.7910  -0.7555  -0.3440
H  0.1543  -0.5101  1.0074
O  -0.0559  2.7694  1.1923
H  -0.0663  1.8601  0.8936
H  -0.7983  3.1770  0.7463
O  1.8660  -2.5670  -0.8900
H  2.7320  -2.3803  -0.5274
H  1.6042  -3.3889  -0.4750
O  -2.2261  0.7857  -0.9315
H  -2.8312  0.6558  -0.2013
H  -1.3754  0.5101  -0.5901

frontier orbital gap = 11.22 eV

Results of the Mulliken charge analysis, in e, for atoms 1 through 4: O -0.715; H 0.309; H 0.304; O -0.644

=====

(b)
ORCA calculation (ωB97M-V/def2-TZVPD) on a cluster of 4 separate species, H8O4 in total.

Cartesian coordinates (Å):
O  0.2463  -0.3670  0.9380
H  -0.3721  -1.0250  0.6011
H  0.1500  0.3769  0.3327
O  3.2966  -1.3359  -0.2321
H  3.3266  -1.0259  -1.1442
H  2.3595  -1.3138  -0.0075
O  0.5859  2.4621  -0.1727
H  1.0721  1.6321  -0.2332
H  -0.0948  2.2876  0.4870
O  -3.4792  -0.9313  -0.3280
H  -3.1771  -0.1076  -0.7269
H  -3.9138  -0.6523  0.4858

frontier orbital gap = 11.57 eV

Results of the Mulliken charge analysis, in e, for atoms 1 through 4: O -0.601; H 0.355; H 0.210; O -0.638

=====

Which one sits at the top of the stability order? (a) does.

=====

(a)
ORCA calculation (ωB97M-V/def2-TZVPD) on a cluster of 4 separate species, H8O4 in total.

Cartesian coordinates (Å):
O  -0.4680  -44.9462  12.1555
H  -0.4472  -44.9396  13.1392
H  0.3617  -44.5682  11.8455
O  0.2100  -42.2624  11.8387
H  0.2934  -41.2872  11.8483
H  -0.4893  -42.4612  11.1298
O  -2.5407  -43.6840  16.3205
H  -3.1931  -42.9436  16.5745
H  -2.1709  -43.4832  15.5749
O  -1.3778  -42.4665  14.2463
H  -0.7662  -42.4356  13.4916
H  -1.5229  -41.6055  14.7556

frontier orbital gap = 11.12 eV

Results of the Mulliken charge analysis, in e, for atoms 1 through 4: O -0.657; H 0.321; H 0.332; O -0.701

=====

(b)
ORCA calculation (ωB97M-V/def2-TZVPD) on a cluster of 4 separate species, H8O4 in total.

Cartesian coordinates (Å):
O  -0.4158  1.6930  0.8791
H  -1.2076  1.6091  1.4707
H  -0.7097  1.5321  -0.0651
O  0.7980  -0.6766  1.5552
H  0.4604  0.2211  1.3702
H  1.7158  -0.5149  1.8677
O  0.5592  -1.5977  -0.9605
H  0.7049  -1.4011  -0.0021
H  0.0130  -2.4004  -0.9233
O  -1.0300  0.5787  -1.5762
H  -0.4093  -0.1894  -1.4163
H  -0.4789  1.1461  -2.1993

frontier orbital gap = 12.24 eV

Results of the Mulliken charge analysis, in e, for atoms 1 through 4: O -0.780; H 0.333; H 0.412; O -0.749

=====

Which one sits at the top of the stability order? (b) does.

=====

(a)
ORCA calculation (ωB97M-V/def2-TZVPD) on the ion C9H14N5 with charge +1.

Cartesian coordinates (Å):
C  1.0215  -1.6086  3.3022
N  0.2656  -1.9478  2.3246
C  0.2340  -2.3820  1.1097
C  0.3808  -1.6646  -0.1063
N  0.1166  -2.4068  -1.1330
N  0.3365  -1.9726  -2.3092
C  0.2332  -0.7904  -2.8421
N  -0.5920  0.0817  -2.4047
C  -1.1046  1.0378  -1.7184
C  -2.4880  1.4155  -1.6692
C  -0.1678  1.7019  -0.7201
C  0.1119  0.7120  0.4295
C  0.9044  1.3464  1.5546
N  0.8992  -0.3551  -0.1250
H  0.5428  -1.1931  4.2057
H  2.1514  -1.5939  3.2976
H  0.1344  -3.4719  1.0065
H  0.9668  -0.5284  -3.6694
H  -2.6327  2.4886  -2.2291
H  -2.7228  1.5509  -0.6223
H  -3.1688  0.7418  -2.2565
H  0.7554  2.0165  -1.1100
H  -0.6556  2.5147  -0.2612
H  -0.7353  0.2422  0.8187
H  1.0223  0.5194  2.3040
H  0.3488  2.2727  1.9572
H  1.8855  1.6956  1.1113
H  1.9564  -0.4223  -0.2451

net charge = +1
frontier orbital gap (spin up / spin down) = 7.64 / 7.65 eV

Results of the Mulliken charge analysis, in e, for atoms 1 through 4: C -0.288; N -0.161; C -0.056; C 0.101

=====

(b)
ORCA calculation (ωB97M-V/def2-TZVPD) on the ion C9H14N5 with charge +1.

Cartesian coordinates (Å):
C  -0.1559  -0.4721  3.8235
N  -0.5762  0.0329  2.7810
C  -1.4731  0.4636  1.9463
C  -1.5018  0.3177  0.5621
N  -2.4244  1.1245  -0.0518
N  -2.6670  1.0680  -1.3312
C  -1.8291  0.6541  -2.2429
N  -0.5602  0.7400  -2.2493
C  0.5508  0.8981  -1.6885
C  1.2938  2.2102  -1.8018
C  1.2620  -0.2935  -1.2423
C  0.6639  -0.8518  0.0833
C  1.1729  -2.2444  0.3555
N  -0.8476  -0.8313  0.0612
H  0.7449  -0.1659  4.3570
H  -0.7625  -1.1264  4.4705
H  -2.1165  1.1476  2.4209
H  -2.2092  0.2562  -3.2224
H  2.1103  2.0336  -2.5841
H  1.9749  2.2922  -0.9820
H  0.6053  2.9489  -2.0769
H  1.2555  -0.9443  -2.0188
H  2.2648  0.1872  -1.0063
H  0.7544  -0.0854  0.8614
H  1.0107  -2.5694  1.4179
H  2.2260  -2.4849  0.1031
H  0.5090  -3.0063  -0.0684
H  -1.2756  -1.2993  -0.6772

net charge = +1
frontier orbital gap (spin up / spin down) = 7.23 / 7.23 eV

Results of the Mulliken charge analysis, in e, for atoms 1 through 4: C -0.244; N -0.089; C 0.291; C -0.268

=====

Which one sits at the top of the stability order? (a) does.

=====

(a)
ORCA calculation (ωB97M-V/def2-TZVPD) on an isolated molecule of C19H27N3O6S.

Cartesian coordinates (Å):
O  0.1970  -2.1892  -3.0104
C  0.3980  -0.9980  -3.0628
N  0.4069  -0.1497  -2.0022
C  -0.0135  -0.4613  -0.6949
C  -0.8966  0.4102  -0.0791
C  -1.4373  0.1068  1.1542
S  -2.5473  1.2803  1.8966
O  -3.4490  1.7937  0.9075
O  -3.1047  0.7059  3.0919
N  -1.4505  2.5167  2.2404
C  -0.6401  2.2696  3.4166
C  -1.3753  2.6804  4.6972
O  -1.8170  4.0191  4.6193
C  -2.6908  4.1998  3.5252
C  -1.9896  3.8634  2.2076
C  -1.1231  -1.0841  1.7810
C  -0.2094  -1.9377  1.1998
C  0.4085  -1.6382  -0.0265
N  1.3625  -2.4569  -0.5672
C  1.4833  -3.8555  -0.2285
C  2.6487  -4.0792  0.7434
O  3.8501  -3.5766  0.1982
C  3.7351  -2.2087  -0.1135
C  2.5982  -1.9464  -1.1149
C  0.6808  -0.2660  -4.3877
C  1.5966  -1.1042  -5.3022
C  2.8129  -0.2000  -5.5269
C  2.7039  0.7917  -4.3688
O  1.3165  0.9845  -4.1769
H  0.4422  0.8340  -2.2469
H  -1.2090  1.3176  -0.5721
H  -0.4019  1.2056  3.4385
H  0.2839  2.8488  3.3127
H  -0.7091  2.6301  5.5602
H  -2.2312  2.0081  4.8453
H  -2.9980  5.2466  3.5506
H  -3.5720  3.5505  3.6355
H  -2.6908  3.9077  1.3752
H  -1.1579  4.5544  2.0351
H  -1.5885  -1.3163  2.7257
H  0.0570  -2.8438  1.7199
H  0.5468  -4.2307  0.1787
H  1.6957  -4.3944  -1.1592
H  2.8170  -5.1431  0.9169
H  2.4410  -3.5808  1.7033
H  4.6974  -1.9128  -0.5352
H  3.5463  -1.6288  0.8049
H  2.5273  -0.8761  -1.2990
H  2.8152  -2.4676  -2.0541
H  -0.2921  -0.0614  -4.8495
H  1.1021  -1.3623  -6.2352
H  1.8639  -2.0296  -4.7923
H  3.7535  -0.7447  -5.5142
H  2.7232  0.3300  -6.4749
H  3.1454  1.7660  -4.5780
H  3.1598  0.3737  -3.4587

frontier orbital gap = 8.35 eV

Results of the Mulliken charge analysis, in e, for atoms 1 through 4: O -0.603; C -0.040; N -0.084; C -0.545

=====

(b)
ORCA calculation (ωB97M-V/def2-TZVPD) on an isolated molecule of C19H27N3O6S.

Cartesian coordinates (Å):
C  -3.2504  -4.1124  0.1907
C  -2.1258  -3.3557  -0.4874
O  -2.1945  -2.9458  -1.6218
N  -1.0487  -3.1902  0.3379
C  0.1929  -2.6044  0.0718
C  0.4604  -1.8875  -1.0928
C  1.7203  -1.3538  -1.2958
C  2.7061  -1.5429  -0.3481
S  4.3660  -0.9378  -0.6321
O  5.2804  -1.8712  -0.0380
O  4.5163  -0.6163  -2.0207
N  4.5669  0.4990  0.2002
C  4.6752  0.4154  1.6352
C  3.9174  1.6440  -0.3671
C  2.4848  1.8471  0.0838
O  1.8294  1.0566  0.7150
O  2.0487  3.0597  -0.2718
C  0.6562  3.2627  -0.1111
C  -0.0772  2.2903  -1.0574
O  0.5646  1.6306  -1.8490
N  -1.4194  2.2565  -0.9671
C  -2.1322  1.2594  -1.7434
C  -2.6663  0.1117  -0.8864
C  -3.8639  0.5046  -0.0206
C  -3.5055  1.1251  1.3359
C  -2.2928  2.0629  1.3281
C  -2.1811  2.9268  0.0631
C  2.4532  -2.2425  0.8159
C  1.1947  -2.7655  1.0312
H  -3.5600  -3.5976  1.0979
H  -2.9233  -5.1170  0.4505
H  -4.0943  -4.1802  -0.4892
H  -1.1106  -3.6280  1.2474
H  -0.3096  -1.7649  -1.8353
H  1.9453  -0.7946  -2.1889
H  5.2294  -0.4948  1.8507
H  3.6989  0.3816  2.1284
H  5.2383  1.2743  2.0040
H  4.4893  2.5537  -0.1534
H  3.9084  1.4904  -1.4506
H  0.3730  3.0800  0.9300
H  0.4713  4.3011  -0.3901
H  -2.9567  1.7499  -2.2714
H  -1.4245  0.8699  -2.4765
H  -2.9662  -0.6861  -1.5665
H  -1.8576  -0.2757  -0.2658
H  -4.4707  -0.3827  0.1713
H  -4.4928  1.1945  -0.5879
H  -3.3037  0.3274  2.0538
H  -4.3793  1.6709  1.6992
H  -2.3523  2.7089  2.2060
H  -1.3761  1.4762  1.4155
H  -1.7120  3.8841  0.2947
H  -3.1751  3.1369  -0.3381
H  3.2496  -2.3889  1.5273
H  0.9858  -3.3153  1.9387

frontier orbital gap = 9.10 eV

Results of the Mulliken charge analysis, in e, for atoms 1 through 4: C -1.543; C 0.879; O -0.615; N -0.085

=====

Which one sits at the top of the stability order? (b) does.